Below is C2H7N3OS in the gas phase at a distorted geometry, with properties calculated with the ωB97M-V functional and the def2-TZVPD basis.

## Properties
Charge ... 0
HOMO-LUMO gap ... 9.99 eV
E ... -718.02132 Eh
HOMO ... -9.37 eV
SMILES ... [H]/N=C(/NS)N(C)O
ΔE to the lowest compared entry with this formula, charge and spin ... 1.485 eV

CARTESIAN COORDINATES (ANGSTROEM)
H  -0.332  -2.202  0.492
N  0.579  -1.778  0.471
C  0.402  -0.589  0.080
N  1.421  0.336  -0.124
S  3.050  -0.056  0.131
N  -0.809  -0.006  -0.275
C  -1.137  1.272  0.417
O  -1.880  -0.890  -0.063
H  1.299  1.000  -0.859
H  3.281  -0.773  -0.978
H  -0.337  2.031  0.264
H  -2.045  1.632  -0.069
H  -1.364  1.183  1.458
H  -2.128  -1.161  -0.945

These are the natural (NBO) partial charges, in e, on atoms 1 to 6: atom 1 (H): 0.357, atom 2 (N): -0.710, atom 3 (C): 0.526, atom 4 (N): -0.781, atom 5 (S): 0.214, atom 6 (N): -0.191

***

Below is 2 unconnected molecules or ions with the total composition C4H3N6O3 at a distorted geometry, with properties calculated with the ωB97M-V functional and the def2-TZVPD basis.

## Properties
Charge ... -1
HOMO-LUMO gap (spin up / spin down) ... 7.42 / 5.20 eV
E ... -708.38080 Eh
HOMO (spin up / spin down) ... -3.92 / -4.53 eV
Expectation value of S² ... 2.03
2S+1 ... 3

CARTESIAN COORDINATES (ANGSTROEM)
C  -2.279  0.330  0.397
C  1.119  0.340  0.015
C  1.373  2.453  0.148
C  0.671  -0.946  -0.296
N  -2.124  1.594  -0.044
N  -3.572  0.143  0.633
N  -3.323  2.181  -0.068
N  -4.158  1.290  0.337
N  2.172  0.474  0.847
N  0.623  1.513  -0.429
O  1.329  3.658  0.087
O  2.368  1.809  0.953
O  1.261  -2.013  0.256
H  -0.142  -1.146  -0.973
H  -1.239  2.014  -0.323
H  1.945  -1.670  0.860

These are the natural (NBO) partial charges, in e, on atoms 1 to 6: atom 1 (C): 0.477, atom 2 (C): 0.170, atom 3 (C): 0.796, atom 4 (C): 0.111, atom 5 (N): -0.439, atom 6 (N): -0.405

***

Below is C5H8FNS in the gas phase at a distorted geometry, with properties calculated with the ωB97M-V functional and the def2-TZVPD basis.

## Properties
Charge ... 0
HOMO-LUMO gap ... 8.42 eV
E ... -748.04454 Eh
HOMO ... -8.85 eV
SMILES ... CN[C@@]1(C=S)C[C@@H]1F
ΔE to the lowest compared entry with this formula, charge and spin ... 1.670 eV

CARTESIAN COORDINATES (ANGSTROEM)
C  1.605  -1.334  0.097
N  1.067  -0.145  -0.668
C  -0.271  0.187  -0.130
C  -1.418  -0.593  -0.675
S  -2.648  -1.298  0.100
C  -0.368  0.952  1.177
C  -0.472  1.670  -0.081
F  -1.670  2.213  -0.466
H  0.853  -2.145  0.092
H  1.732  -1.050  1.153
H  2.533  -1.675  -0.351
H  0.917  -0.367  -1.621
H  -1.456  -0.614  -1.761
H  0.537  1.002  1.771
H  -1.301  0.821  1.723
H  0.359  2.378  -0.358

These are the natural (NBO) partial charges, in e, on atoms 1 to 6: atom 1 (C): -0.421, atom 2 (N): -0.589, atom 3 (C): -0.049, atom 4 (C): -0.261, atom 5 (S): 0.089, atom 6 (C): -0.457

***

Below is a molecular structure, C2H2BeLiO2 at a distorted geometry, with properties calculated with the ωB97M-V functional and the def2-TZVPD basis.

## Properties
Charge ... +1
HOMO-LUMO gap ... 6.14 eV
E ... -249.91472 Eh
HOMO ... -11.82 eV
ΔE to the lowest compared entry with this formula, charge and spin ... 1.225 eV

CARTESIAN COORDINATES (ANGSTROEM)
O  -0.937  -1.048  1.375
C  -1.450  -0.225  0.566
C  -0.476  0.417  -0.353
O  1.012  -0.162  -0.067
Li  2.431  0.375  -0.990
Be  0.677  -1.036  1.025
H  -0.492  1.506  -0.165
H  -0.766  0.174  -1.391

These are the natural (NBO) partial charges, in e, on atoms 1 to 6: atom 1 (O): -0.867, atom 2 (C): 0.285, atom 3 (C): -0.260, atom 4 (O): -1.342, atom 5 (Li): 0.988, atom 6 (Be): 1.706

***

Below is 2 unconnected molecules or ions with the total composition C5H12O2 at a distorted geometry, with properties calculated with the ωB97M-V functional and the def2-TZVPD basis.

## Properties
Charge ... 0
HOMO-LUMO gap ... 10.39 eV
E ... -348.14178 Eh
HOMO ... -9.71 eV
SMILES ... CC(C)CC=O.O
ΔE to the lowest compared entry with this formula, charge and spin ... 1.715 eV

CARTESIAN COORDINATES (ANGSTROEM)
C  1.723  -0.686  -0.525
C  1.088  -0.429  0.766
C  1.961  -1.067  1.886
C  -0.361  -0.930  0.914
C  -1.408  -0.614  -0.074
O  -2.603  -0.542  0.199
H  1.185  -0.591  -1.458
H  2.760  -0.286  -0.578
H  1.858  -1.784  -0.669
H  1.065  0.643  0.841
H  1.781  -0.636  2.812
H  3.073  -0.800  1.830
H  1.817  -2.137  1.944
H  -0.282  -2.047  0.974
H  -0.714  -0.523  1.878
H  -1.059  -0.266  -1.126
O  -0.895  3.407  -2.610
H  -1.097  4.218  -3.163
H  -0.419  3.649  -1.802

These are the natural (NBO) partial charges, in e, on atoms 1 to 6: atom 1 (C): -0.620, atom 2 (C): -0.223, atom 3 (C): -0.598, atom 4 (C): -0.520, atom 5 (C): 0.436, atom 6 (O): -0.520

***

Below is a molecular structure, C20H31N6OPdS at a distorted geometry, with properties calculated with the ωB97M-V functional and the def2-TZVPD basis.

## Properties
Charge ... +3
HOMO-LUMO gap ... 3.34 eV
E ... -1709.63826 Eh
HOMO ... -13.91 eV

CARTESIAN COORDINATES (ANGSTROEM)
Pd  -0.026  0.174  0.066
N  -3.961  -4.268  1.166
C  -2.900  -3.280  0.764
C  -3.023  -2.989  -0.730
C  -1.930  -2.028  -1.231
N  -2.099  -0.645  -0.741
C  -0.534  -2.554  -0.849
C  -0.389  -2.920  0.640
N  -0.289  -1.711  1.478
C  -1.524  -3.862  1.079
H  -4.905  -3.914  0.958
H  -3.917  -4.488  2.172
H  -3.845  -5.154  0.652
H  -3.085  -2.376  1.351
H  -4.003  -2.570  -0.965
H  -2.915  -3.923  -1.285
H  -1.987  -2.023  -2.327
H  -2.956  -0.518  -0.207
H  -2.133  0.006  -1.526
H  0.209  -1.769  -1.093
H  -0.298  -3.427  -1.456
H  0.553  -3.467  0.744
H  0.514  -1.761  2.096
H  -1.113  -1.570  2.055
H  -1.421  -4.073  2.144
H  -1.398  -4.800  0.539
N  7.094  1.208  1.737
C  8.055  1.746  2.552
C  9.439  1.743  2.515
C  10.107  2.407  3.544
C  9.418  3.106  4.539
C  8.038  3.131  4.579
C  7.339  2.461  3.557
N  6.022  2.344  3.320
C  5.884  1.576  2.249
C  4.582  1.230  1.725
C  4.375  0.446  0.582
C  3.080  0.189  0.173
N  2.010  0.651  0.823
C  2.192  1.400  1.915
C  3.446  1.710  2.397
H  7.278  0.629  0.933
H  9.988  1.283  1.707
H  11.186  2.381  3.571
H  9.983  3.619  5.301
H  7.497  3.595  5.388
H  5.194  0.029  0.015
H  2.890  -0.416  -0.709
H  1.294  1.751  2.413
H  3.571  2.310  3.285
C  1.760  3.266  -2.409
S  0.444  3.163  -1.152
C  -0.667  4.379  -1.916
O  -0.223  1.825  -1.437
H  2.176  4.267  -2.370
H  1.335  3.072  -3.388
H  2.534  2.536  -2.185
H  -0.173  5.344  -1.898
H  -1.588  4.433  -1.344
H  -0.875  4.078  -2.937

These are the natural (NBO) partial charges, in e, on atoms 1 to 6: atom 1 (Pd): 0.981, atom 2 (N): -0.669, atom 3 (C): -0.047, atom 4 (C): -0.446, atom 5 (C): -0.063, atom 6 (N): -0.820